Below is a single C15H20N2O4S molecule in a non-equilibrium geometry, with properties calculated with ωB97M-V/def2-TZVPD.

Geometry as XYZ:
```
42
Properties=species:S:1:pos:R:3:lowdin_charge:R:1
C -3.044 1.806 -4.469 -0.083
C -2.118 1.313 -3.524 -0.530
C -0.855 1.153 -3.579 -0.400
C -0.139 0.698 -2.286 -0.152
C -0.908 0.400 -1.361 -0.331
N -0.771 0.115 0.112 0.136
C -0.151 -0.975 0.459 -0.289
O -0.079 -2.095 -0.524 -0.140
C 0.172 -1.427 1.810 -0.187
C -0.929 -1.692 2.692 -0.163
C -0.546 -2.075 4.215 -0.175
C 0.399 -1.010 4.738 -0.129
C 1.718 -0.496 3.574 -0.018
H 2.158 -1.225 3.535 -0.030
H 2.114 0.306 4.030 0.078
C 0.927 0.029 2.435 -0.067
C 2.029 0.477 1.234 -0.580
O 2.788 -0.245 0.847 0.218
O 1.547 1.589 0.828 0.154
H 2.111 1.967 0.181 0.094
H 0.219 0.651 2.512 0.041
H 0.826 -1.058 5.789 0.092
H -0.329 0.011 4.896 0.150
H -1.225 -2.144 4.938 0.039
H 0.142 -3.173 3.976 0.194
H -1.721 -0.871 2.756 0.150
H -1.322 -2.531 2.294 0.079
H 0.729 -2.195 1.745 0.085
H -1.080 0.777 0.916 0.208
S -2.680 0.917 -1.832 1.002
C 1.216 0.512 -1.988 -0.534
O 2.056 1.439 -1.772 -0.006
N 1.757 -0.643 -2.097 0.234
H 1.306 -1.450 -2.043 0.030
H 2.830 -0.804 -1.762 0.222
C -0.109 1.451 -4.631 -0.093
H 0.298 0.380 -5.297 0.186
H -0.457 2.398 -5.206 0.118
H 1.019 1.863 -4.314 0.144
H -3.072 1.063 -5.139 0.070
H -4.009 1.919 -4.115 0.057
H -2.818 2.878 -4.573 0.125
```

Output
E_LUMO, eV: 0.34
Structure (SMILES): Cc1sc(NC(=O)[C@@H]2CCCC[C@H]2C(=O)O)c(C(N)=O)c1C
HOMO level, eV: -8.76
Net charge: 0